Entry 1:
2 unconnected molecules or ions with the total composition C2H2F3IO in a non-equilibrium geometry, computed with wB97M-V/def2-TZVPD.

Geometry as XYZ:
```
9
Properties=species:S:1:pos:R:3:lowdin_charge:R:1
C 1.352 0.233 0.351 -0.771
C -1.581 -0.519 -0.030 -0.397
O 2.026 0.036 -0.757 -0.072
F -2.407 0.466 -0.420 0.086
F -1.530 -1.457 -1.001 0.088
F -2.054 -1.079 1.100 0.090
I 0.845 2.105 1.067 0.840
H 1.185 -0.627 0.973 0.035
H 2.163 0.841 -1.283 0.101
```

The electronic energy comes out at -20403.1844 eV. The value obtained for the relative energy (zero: lowest compared OMol25 entry of this formula, charge and spin) is 3.7096 eV. As for the spin multiplicity: 1. The LUMO energy (spin up / spin down) is 0.0113 / -0.0292 Eh.


Entry 2:
2 unconnected molecules or ions with the total composition C2H6NO3S in a non-equilibrium geometry, computed with wB97M-V/def2-TZVPD.

Geometry as XYZ:
```
13
Properties=species:S:1:pos:R:3:lowdin_charge:R:1
C 1.159 0.446 0.641 -0.133
C -1.259 0.696 0.761 -0.357
N -2.210 -0.260 0.856 0.126
O 2.062 -1.565 -2.177 -0.671
O -0.107 -1.547 -3.458 -0.687
O 0.066 0.635 1.556 -0.216
S 0.589 -1.482 -2.139 0.512
H 1.156 -0.565 0.202 0.037
H 1.950 0.736 1.218 0.055
H 1.046 1.014 -0.206 0.037
H -1.007 0.982 -0.236 0.098
H -1.674 1.584 1.264 0.127
H -1.771 -0.674 1.718 0.073
```

The electronic energy comes out at -20636.5079 eV. The value obtained for the relative energy (zero: lowest compared OMol25 entry of this formula, charge and spin) is 4.5371 eV. As for the spin multiplicity: 1. The net charge is -1. The LUMO energy (spin up / spin down) is 0.1329 / 0.0874 Eh.


Entry 3:
C6H4O in the gas phase, computed with wB97M-V/def2-TZVPD.

Geometry as XYZ:
```
11
Properties=species:S:1:pos:R:3:lowdin_charge:R:1
C -2.534 -0.151 -0.749 -0.086
C -1.107 -0.152 -0.471 -0.045
C 0.018 0.074 -0.098 0.057
C 1.133 0.678 0.601 -0.452
O 0.988 1.744 1.165 0.113
C 2.395 -0.044 0.623 -0.036
C 3.443 -0.636 0.654 0.154
H -2.754 0.629 -1.483 0.088
H -3.054 0.098 0.184 0.092
H -2.912 -1.101 -1.119 0.076
H 4.383 -1.140 0.694 0.039
```

The electronic energy comes out at -8329.9812 eV. The value obtained for the relative energy (zero: lowest compared OMol25 entry of this formula, charge and spin) is 2.4590 eV. As for the spin multiplicity: 1. Its SMILES is C#CC(=O)C#CC. The LUMO energy is -0.0095 Eh.